Entry 1:
8
Properties=species:S:1:pos:R:3 method="wB97M-V/def2-TZVPD" multiplicity=1 lumo_ev=0.306 molar_mass_g_mol=119.105 largest_force_ev_per_a=4.3 e_homo_ev=-8.94 e_above_lowest_kj_mol=362.5 homo_lumo_gap_ha=0.3398
S -1.07 2.30 0.15
N -0.30 1.16 -0.79
C 0.03 0.02 -0.37
O 0.54 -0.88 -1.25
N 0.77 -2.01 -0.48
N 0.53 -1.84 0.68
O 0.18 -0.50 0.79
H -0.68 1.74 1.27

Entry 2:
45
Properties=species:S:1:pos:R:3 method="wB97M-V/def2-TZVPD" multiplicity=1 charge=-1 lumo_ev=2.269 molar_mass_g_mol=402.395 largest_force_ev_per_a=3.4 e_homo_ev=-2.86 e_above_lowest_kj_mol=38.3 homo_lumo_gap_ha=0.1887
C -4.71 -0.73 3.98
C -3.30 -1.20 3.69
O -2.52 -0.08 3.19
C -1.24 -0.43 2.91
C -0.39 0.76 2.77
C -0.98 2.10 2.77
C 0.99 0.63 3.20
O 1.73 1.60 3.41
O 1.41 -0.63 3.33
C 2.81 -0.74 3.62
C 3.10 -2.20 3.79
O -0.87 -1.59 2.81
H -5.35 -1.61 4.12
H -4.72 -0.13 4.90
H -5.11 -0.12 3.17
H -2.83 -1.57 4.62
H -3.31 -2.00 2.94
H -0.18 2.83 2.56
H -1.76 2.21 2.01
H -1.39 2.32 3.77
H 3.40 -0.34 2.78
H 3.03 -0.20 4.55
H 4.15 -2.35 4.09
H 2.45 -2.62 4.57
H 2.93 -2.76 2.88
F -1.45 -0.57 -2.20
C -0.28 -0.16 -1.59
F 0.68 0.09 -2.55
S -0.70 1.37 -0.72
N 0.94 1.95 -0.57
C 1.71 2.59 -1.60
O 1.38 2.90 -2.72
C 3.05 2.74 -0.95
C 3.03 2.14 0.30
C 4.09 2.25 1.20
C 5.24 2.90 0.74
C 5.34 3.35 -0.59
C 4.23 3.26 -1.47
C 1.82 1.28 0.31
O 1.68 0.16 0.77
H 0.12 -0.89 -0.87
H 3.94 1.89 2.22
H 6.10 3.03 1.42
H 6.27 3.79 -0.95
H 4.25 3.55 -2.52

Entry 3:
18
Properties=species:S:1:pos:R:3 method="wB97M-V/def2-TZVPD" multiplicity=2 charge=-1 lumo_ev="3.357 / 3.429" molar_mass_g_mol=137.273 largest_force_ev_per_a=3.9 e_homo_ev="1.06 / -5.35" e_above_lowest_kj_mol=138.7 homo_lumo_gap_ha="0.0844 / 0.3227"
N 2.84 -1.76 0.34
C 1.41 -1.94 0.11
C 0.88 -1.25 -1.02
S 1.28 0.65 -0.91
S 0.10 1.18 0.59
C -1.48 1.57 -0.34
C -2.47 2.21 0.63
H 2.84 -0.85 0.83
H 2.91 -2.28 1.14
H 1.27 -3.00 -0.09
H 0.82 -1.71 1.00
H 1.28 -1.62 -2.01
H -0.22 -1.24 -1.08
H -1.27 2.17 -1.22
H -1.94 0.59 -0.61
H -2.69 1.57 1.55
H -3.49 2.49 0.12
H -2.07 3.21 0.96

Entry 4:
19
Properties=species:S:1:pos:R:3 method="wB97M-V/def2-TZVPD" multiplicity=1 lumo_ev=0.803 molar_mass_g_mol=144.177 largest_force_ev_per_a=17.0 e_homo_ev=-8.40 e_above_lowest_kj_mol=395.9 homo_lumo_gap_ha=0.3382
C 1.15 2.84 -0.32
C 1.11 2.33 0.98
C 0.58 1.06 1.18
C 0.13 0.33 0.07
C -0.47 -1.09 0.27
N -0.89 -1.45 1.48
C -1.38 -2.76 1.26
C -1.17 -3.13 -0.04
N -0.60 -2.00 -0.69
C 0.19 0.85 -1.26
C 0.66 2.15 -1.39
H 1.58 4.01 -0.39
H 1.54 3.15 1.69
H 0.47 0.75 1.96
H -1.92 -3.37 2.02
H -1.09 -4.18 -0.71
H -0.52 -2.18 -1.58
H -0.25 0.32 -2.22
H 0.88 2.36 -2.33

Entry 5:
12
Properties=species:S:1:pos:R:3 method="wB97M-V/def2-TZVPD" multiplicity=1 lumo_ev=0.914 molar_mass_g_mol=95.101 largest_force_ev_per_a=5.8 e_homo_ev=-9.65 e_above_lowest_kj_mol=378.6 homo_lumo_gap_ha=0.3883
C -2.14 -1.08 0.23
C -1.60 -0.04 -0.03
C -0.62 0.98 -0.39
C 0.44 1.41 0.64
N 0.70 0.60 -0.50
C 1.02 -0.73 -0.38
O 1.81 -1.19 0.31
H -2.58 -1.98 0.58
H -1.02 1.75 -1.04
H 0.43 1.28 1.79
H 0.62 2.44 0.36
H 0.58 -1.37 -1.15

Entry 6:
8
Properties=species:S:1:pos:R:3 method="wB97M-V/def2-TZVPD" multiplicity=1 lumo_ev=-0.188 molar_mass_g_mol=106.106 largest_force_ev_per_a=1.9 e_homo_ev=-9.62 e_above_lowest_kj_mol=414.3 homo_lumo_gap_ha=0.3467
C 1.33 -0.37 0.30
N 0.25 -0.92 -0.02
N -0.71 -1.38 -0.46
O -0.53 1.45 -0.83
O -2.21 0.64 0.81
S -1.75 0.71 -0.55
H 1.64 -0.01 1.22
H 2.00 -0.12 -0.48

Entry 7:
57
Properties=species:S:1:pos:R:3 method="wB97M-V/def2-TZVPD" multiplicity=1 lumo_ev=0.406 molar_mass_g_mol=469.450 largest_force_ev_per_a=1.2 e_homo_ev=-8.57 homo_lumo_gap_ha=0.3297
C 1.75 -2.83 -3.14
C 2.90 -1.86 -2.92
O 2.36 -0.63 -2.42
C 3.09 0.09 -1.59
O 4.21 -0.18 -1.23
C 2.31 1.32 -1.13
C 1.33 0.91 -0.10
C -0.01 0.76 -0.25
C -0.82 1.09 -1.41
O -0.42 1.62 -2.42
O -2.10 0.74 -1.20
C -3.05 1.11 -2.20
C -3.58 2.51 -1.94
C -0.60 0.27 1.05
C 0.63 0.20 1.95
O 0.68 -0.14 3.11
N 1.71 0.60 1.20
C 3.05 0.50 1.71
C 3.62 -0.92 1.59
O 4.67 -1.25 2.06
O 2.80 -1.71 0.91
C 3.21 -3.06 0.75
C -1.21 -1.11 0.91
C -0.45 -2.10 0.27
N 0.15 -2.93 -0.25
C -2.43 -1.42 1.42
N -3.02 -2.64 1.30
O -3.23 -0.53 2.04
C -2.85 0.79 2.07
C -3.78 1.69 2.58
C -3.48 3.04 2.63
C -2.25 3.49 2.18
C -1.33 2.59 1.67
C -1.62 1.23 1.61
H 1.21 -2.98 -2.21
H 2.14 -3.78 -3.50
H 1.07 -2.42 -3.88
H 3.42 -1.64 -3.85
H 3.62 -2.24 -2.19
H 1.76 1.73 -1.98
H 3.02 2.06 -0.74
H -2.57 1.06 -3.18
H -3.84 0.36 -2.13
H -4.00 2.57 -0.94
H -2.77 3.24 -2.03
H -4.35 2.75 -2.67
H 3.73 1.18 1.19
H 3.03 0.75 2.77
H 2.39 -3.55 0.22
H 3.38 -3.53 1.72
H 4.13 -3.10 0.17
H -2.44 -3.42 1.05
H -3.82 -2.81 1.88
H -4.73 1.31 2.92
H -4.21 3.73 3.03
H -2.01 4.54 2.22
H -0.38 2.94 1.32

Entry 8:
6
Properties=species:S:1:pos:R:3 method="wB97M-V/def2-TZVPD" multiplicity=1 lumo_ev=-0.359 molar_mass_g_mol=113.424 largest_force_ev_per_a=3.5 e_homo_ev=-8.42 e_above_lowest_kj_mol=109.8 homo_lumo_gap_ha=0.2961
H -0.45 1.91 0.04
N -0.66 0.96 -0.09
P 0.51 -0.05 -0.01
Cl 2.30 0.77 0.01
P -0.17 -2.01 -0.06
H -1.53 -1.57 0.11